1.
Formula: C30H92N4O14
Source: the Open Molecules 2025 dataset
Level of theory: wB97M-V/def2-TZVPD

Last column: Mulliken charge in e.
Positions of all 140 atoms, in Å:
O (18.62, -4.86, -18.20)  -0.535
O (17.05, -11.03, -17.96)  -0.601
O (11.79, -0.87, -8.92)  -0.515
O (16.51, -4.86, -9.57)  -0.153
O (19.49, -6.73, -12.82)  -0.521
O (12.80, -7.08, -17.64)  -0.185
O (15.87, -11.50, -13.65)  -0.671
O (9.71, -7.22, -12.46)  -0.575
O (13.31, -8.92, -9.51)  -0.406
O (19.65, -10.34, -14.47)  -0.614
O (13.58, 0.22, -12.69)  -0.459
O (15.23, -5.49, -14.67)  -0.317
O (18.81, -9.02, -16.75)  -0.776
O (11.29, -3.65, -15.77)  -0.310
N (11.40, -9.32, -16.85)  -0.775
N (17.02, -5.50, -12.41)  -0.082
N (17.67, -6.61, -15.76)  0.156
N (14.90, -10.35, -11.22)  -0.747
C (17.54, -4.33, -11.63)  0.896
C (12.89, -8.17, -8.41)  -0.510
C (11.91, -2.35, -15.79)  0.048
C (10.72, -6.22, -12.36)  0.816
C (16.00, -8.21, -14.99)  -0.046
C (11.99, -7.85, -14.97)  1.653
C (15.09, -0.15, -14.50)  -0.640
C (11.47, -1.46, -10.19)  -0.451
C (13.74, -8.24, -10.67)  -0.026
C (14.01, -9.27, -11.77)  2.233
C (11.08, -8.00, -16.21)  -0.398
C (14.96, -11.11, -16.77)  -0.461
C (21.80, -6.23, -12.91)  -1.417
C (19.67, -4.04, -17.69)  -0.283
C (16.46, -3.24, -11.68)  -1.503
C (16.31, -7.15, -16.04)  -0.020
C (12.74, -2.24, -17.07)  -0.822
C (14.09, -4.67, -14.41)  0.677
C (20.51, -6.18, -13.68)  0.627
C (14.89, 0.50, -13.14)  -0.284
C (19.07, -3.16, -16.61)  -0.572
C (16.44, -5.48, -8.32)  -0.833
C (10.18, -4.80, -12.54)  -0.800
C (15.70, -10.56, -17.99)  0.108
C (15.25, -6.03, -15.97)  -0.181
C (12.41, -2.59, -10.54)  -0.333
C (12.76, -9.92, -12.34)  -1.395
C (12.95, -6.67, -19.00)  -1.093
C (11.48, -6.84, -17.14)  -0.309
C (17.79, -4.86, -10.23)  -1.315
H (16.72, -9.03, -15.01)  0.795
H (14.12, -4.16, -13.45)  0.038
H (15.65, 0.10, -12.45)  0.193
H (16.66, -2.39, -11.01)  0.535
H (9.48, -4.60, -11.73)  0.498
H (14.32, -6.45, -16.38)  -0.322
H (11.03, -4.13, -12.46)  -0.166
H (11.53, -0.70, -10.98)  0.198
H (14.99, -8.59, -15.22)  -0.363
H (17.98, -5.98, -16.50)  -0.149
H (20.21, -5.15, -13.92)  0.044
H (19.75, -2.54, -16.02)  0.386
H (20.54, -6.78, -14.59)  0.072
H (14.38, -11.21, -11.10)  0.303
H (16.37, -5.91, -11.73)  0.000
H (12.26, -10.59, -11.64)  0.440
H (11.13, -6.38, -11.36)  0.093
H (12.86, -7.64, -10.94)  -0.532
H (11.23, -1.52, -15.61)  0.494
H (18.64, -4.80, -19.16)  0.293
H (19.45, -9.72, -13.76)  0.294
H (22.59, -5.65, -13.41)  0.375
H (11.66, -6.89, -14.55)  -1.508
H (14.69, -7.73, -10.46)  0.715
H (15.47, -3.58, -11.42)  0.038
H (14.05, -10.54, -16.59)  0.003
H (19.90, -9.78, -15.22)  0.283
H (11.94, -8.63, -14.22)  0.038
H (12.58, -2.46, -14.93)  -0.234
H (12.77, -5.59, -19.07)  0.352
H (16.35, -5.16, -13.11)  -0.070
H (15.13, 1.57, -13.12)  0.384
H (12.09, -3.50, -10.05)  0.445
H (15.23, -10.85, -18.94)  0.382
H (14.91, -1.22, -14.43)  -0.198
H (16.24, -7.52, -17.07)  0.217
H (12.53, -2.66, -11.62)  -0.362
H (10.78, -9.44, -17.65)  0.290
H (13.22, -5.32, -14.57)  -0.432
H (14.33, 0.23, -15.19)  0.339
H (15.64, -11.07, -12.79)  0.404
H (18.74, -3.83, -15.81)  -0.209
H (13.00, -8.79, -7.52)  0.294
H (15.62, -5.24, -16.65)  0.394
H (20.47, -4.66, -17.27)  0.207
H (13.57, -7.32, -8.26)  0.031
H (15.41, -5.61, -8.01)  0.138
H (12.30, -7.27, -19.64)  0.324
H (17.59, -10.33, -17.60)  0.346
H (10.01, -8.01, -16.00)  0.635
H (13.35, -1.34, -16.98)  0.264
H (17.40, -6.08, -14.94)  -0.266
H (13.47, 0.75, -11.90)  0.272
H (16.91, -6.47, -8.32)  0.315
H (11.96, -9.24, -12.65)  0.342
H (14.59, -8.78, -12.56)  -1.172
H (15.90, -7.73, -14.02)  -0.346
H (21.69, -5.89, -11.89)  0.303
H (18.36, -4.14, -9.63)  0.472
H (9.72, -4.62, -13.51)  0.288
H (12.29, -9.03, -17.27)  0.229
H (16.91, -4.91, -7.50)  0.338
H (14.85, -12.19, -16.74)  0.488
H (18.38, -8.22, -16.36)  0.587
H (20.10, -3.40, -18.47)  0.428
H (15.10, -12.03, -13.87)  0.288
H (8.96, -7.03, -11.88)  0.320
H (15.03, -10.02, -10.27)  0.267
H (13.38, -2.31, -10.12)  0.379
H (10.36, -3.55, -15.98)  0.212
H (18.15, -2.67, -16.94)  0.266
H (10.43, -1.80, -10.22)  0.330
H (10.79, -6.66, -17.97)  0.707
H (18.12, -5.89, -10.22)  0.543
H (16.41, -2.78, -12.67)  0.383
H (14.12, -3.90, -15.19)  -0.020
H (11.43, -6.39, -13.17)  0.023
H (11.92, -7.71, -8.57)  0.258
H (12.04, -2.21, -17.91)  0.367
H (13.03, -7.78, -15.30)  -1.136
H (11.48, -5.88, -16.60)  -0.137
H (18.65, -6.26, -13.03)  0.199
H (14.01, -6.84, -19.20)  0.227
H (22.16, -7.26, -12.85)  0.322
H (13.10, -10.49, -13.21)  0.385
H (11.00, -0.36, -8.72)  0.316
H (16.04, 0.03, -15.01)  0.442
H (15.87, -9.48, -17.99)  -0.230
H (15.60, -10.91, -15.91)  -0.007
H (19.62, -8.69, -17.16)  0.209
H (13.40, -3.09, -17.21)  0.064
H (18.46, -3.95, -12.07)  0.437

As for the total charge: 0. The value obtained for the calculated total energy is -67222.11151 eV. The gap between HOMO and LUMO comes out at 9.18 eV.

***

2.
Formula: C30H92N4O18
Source: the Open Molecules 2025 dataset
Level of theory: wB97M-V/def2-TZVPD

Last column: Mulliken charge in e.
Positions of all 144 atoms, in Å:
O (0.09, 4.71, -1.55)  -0.533
O (1.77, -1.52, 5.73)  -0.345
O (1.41, -0.76, -7.49)  -0.306
O (1.41, 2.35, -1.70)  -0.132
O (5.77, 2.27, 0.17)  -0.523
O (1.42, -1.56, -0.41)  -0.661
O (-2.97, -5.57, -1.75)  -0.432
O (-2.85, 0.51, 3.16)  -0.635
O (2.99, 1.54, 10.42)  -0.314
O (-2.98, -2.92, -9.36)  -0.238
O (3.79, 3.71, 1.74)  -0.623
O (1.47, 1.73, 3.34)  -0.255
O (-0.86, -0.34, -5.12)  -0.107
O (-4.31, -1.02, 1.39)  -0.707
O (-3.41, 1.47, -1.82)  -0.531
O (-5.50, 4.01, 6.15)  -0.487
O (-3.05, -1.35, -1.12)  -0.545
O (0.74, 0.97, 6.16)  -0.554
N (-2.31, -2.48, -3.75)  -0.005
N (2.19, -0.23, 8.48)  -0.090
N (0.00, -2.56, -9.15)  -0.450
N (0.26, 0.42, 1.15)  0.646
C (-5.28, 3.02, 7.19)  -0.319
C (3.54, 0.31, 8.53)  -0.526
C (2.36, 0.21, -7.10)  -0.869
C (-0.83, 1.07, -4.99)  -0.737
C (-2.65, -5.91, -0.43)  -0.723
C (5.42, 1.22, -0.75)  -0.170
C (3.44, 1.73, 9.08)  -0.666
C (-2.30, 0.52, 4.50)  -0.540
C (-0.64, -1.47, -8.40)  -0.094
C (0.04, 1.22, -0.05)  -0.106
C (-1.98, 1.03, 2.12)  -0.715
C (1.15, -2.82, 0.19)  -0.377
C (-0.97, -0.06, 1.78)  0.199
C (0.83, 5.51, -0.65)  -0.562
C (2.76, 2.68, 11.20)  -0.810
C (2.65, -2.03, 6.74)  -0.497
C (2.68, 2.70, -2.21)  -1.044
C (1.06, 3.07, 3.57)  -0.555
C (1.44, 1.68, -0.45)  -0.288
C (-2.83, -3.82, -3.44)  -0.820
C (-2.34, -4.37, -2.13)  0.092
C (2.12, -1.66, 8.11)  -1.117
C (2.15, -1.80, 4.40)  -0.496
C (-3.16, 2.84, -1.48)  -0.536
C (0.31, -0.30, -8.22)  -0.471
C (-0.79, -3.79, -9.18)  -0.538
C (-0.86, -2.46, -3.96)  -0.998
C (-0.36, -1.02, -3.98)  0.435
C (-3.92, -2.32, -10.22)  -0.781
C (-2.05, -3.73, -10.08)  -0.673
H (-3.04, -0.39, -1.23)  0.312
H (-3.78, -0.37, 1.89)  0.464
H (1.71, 2.44, 0.30)  -0.106
H (0.89, 1.33, 7.04)  0.245
H (-4.54, 2.30, 6.81)  0.021
H (1.41, -1.36, 3.74)  -0.241
H (-2.93, -5.12, 0.29)  0.289
H (-3.99, 3.43, -1.86)  0.380
H (3.46, 3.50, 11.03)  0.325
H (5.90, 0.26, -0.53)  0.419
H (5.72, 1.55, -1.74)  0.236
H (-2.56, -4.55, -4.21)  0.346
H (-2.69, 1.13, 1.29)  0.107
H (-1.43, -0.82, 1.15)  -0.050
H (-0.52, 0.65, -0.79)  -0.146
H (0.65, 3.92, -1.76)  0.307
H (4.46, 2.12, 9.15)  0.408
H (3.24, 2.93, 1.88)  0.260
H (1.94, 1.21, -6.98)  0.335
H (-1.59, -0.30, 4.56)  0.286
H (-2.53, -4.68, -10.34)  0.447
H (4.17, -0.24, 9.25)  0.338
H (-1.55, -1.14, -8.92)  0.165
H (1.77, 3.70, 4.12)  0.280
H (-2.85, -1.71, -2.02)  0.294
H (-3.10, -6.86, -0.16)  0.276
H (-4.97, 3.37, 8.17)  0.292
H (3.16, -1.46, 4.14)  0.394
H (3.98, 0.20, 7.54)  0.337
H (-2.19, 3.16, -1.87)  0.209
H (2.27, 0.97, -0.42)  0.327
H (-0.66, -0.55, -3.05)  -0.418
H (3.25, 3.14, -1.39)  0.414
H (2.06, -2.87, 4.21)  0.408
H (2.52, 3.47, -2.97)  0.300
H (1.09, -2.01, 8.18)  0.372
H (-1.95, 1.55, 4.54)  0.170
H (1.19, 5.10, 0.30)  0.140
H (-1.57, -6.04, -0.25)  0.282
H (6.46, 1.91, 0.73)  0.295
H (0.14, 1.35, -4.57)  0.351
H (0.17, 3.11, 4.20)  0.198
H (-1.53, 1.97, 2.45)  0.443
H (2.59, -3.11, 6.61)  0.425
H (-0.95, 1.59, -5.95)  0.287
H (-1.28, -4.68, -2.20)  0.258
H (-6.23, 2.48, 7.22)  0.224
H (0.83, 0.95, 1.82)  0.073
H (3.67, -1.66, 6.59)  0.368
H (-3.72, -1.40, 0.72)  0.286
H (1.72, 3.00, 11.16)  0.282
H (0.79, -2.75, -8.54)  0.257
H (1.27, -2.90, 1.27)  0.061
H (0.59, 0.06, -9.22)  0.535
H (2.67, -2.22, 8.88)  0.516
H (4.35, 1.05, -0.69)  -0.043
H (-3.92, -3.76, -3.51)  0.391
H (-3.68, 1.44, -2.74)  0.230
H (-2.69, -2.16, -4.64)  0.168
H (-3.19, 2.92, -0.39)  0.171
H (-3.50, -1.45, -10.74)  0.308
H (-0.37, -2.99, -3.14)  0.372
H (1.27, 0.14, 6.14)  0.459
H (0.86, 3.51, 2.59)  0.154
H (-3.11, 0.43, 5.22)  0.287
H (0.11, -3.10, -0.04)  0.021
H (-2.24, -3.62, -1.34)  0.045
H (-4.86, 4.69, 6.39)  0.291
H (3.19, 1.89, -2.74)  0.242
H (-4.74, -1.99, -9.58)  0.215
H (-4.32, -3.08, -10.90)  0.335
H (-1.24, -4.04, -8.21)  0.191
H (1.86, -0.26, 9.44)  0.208
H (1.71, 5.87, -1.19)  0.274
H (-1.09, -1.87, -7.48)  0.050
H (-0.21, 0.54, -7.75)  0.137
H (-1.74, 1.33, -4.45)  0.037
H (4.61, 3.35, 1.37)  0.362
H (1.85, -3.49, -0.30)  0.349
H (-1.70, -3.25, -11.01)  0.361
H (-0.48, -2.94, -4.87)  0.347
H (-0.52, 2.15, 0.11)  0.515
H (-0.06, -4.58, -9.38)  0.529
H (0.17, 6.33, -0.36)  0.291
H (-0.71, -0.58, 2.71)  -0.009
H (2.94, 2.43, 12.25)  0.254
H (0.96, -0.84, 0.09)  0.343
H (0.73, -1.07, -4.06)  0.286
H (2.82, 2.39, 8.47)  0.343
H (3.18, 0.28, -7.82)  0.323
H (2.81, -0.12, -6.16)  0.226
H (1.27, 1.19, 4.11)  -0.013

As for the total charge: 0. The value obtained for the calculated total energy is -75408.99523 eV. The gap between HOMO and LUMO comes out at 9.04 eV.

***

3.
Formula: C30H92NO22
Source: the Open Molecules 2025 dataset
Level of theory: wB97M-V/def2-TZVPD

Last column: Mulliken charge in e.
Positions of all 145 atoms, in Å:
O (-1.13, -0.79, -4.18)  -0.304
O (-1.50, 6.36, -0.78)  -0.536
O (-5.38, 3.66, 2.09)  -0.568
O (4.79, 0.48, 4.86)  -0.585
O (0.96, 4.55, -4.42)  -0.582
O (1.21, -1.05, -2.47)  -0.560
O (-3.61, 0.88, -2.27)  -0.548
O (2.38, -3.60, 5.12)  -0.614
O (-1.36, -3.69, -2.40)  -0.169
O (-5.48, -1.39, -0.25)  -0.484
O (0.38, 4.39, 3.26)  -0.343
O (-3.04, -0.46, -6.00)  -0.512
O (6.00, -2.48, 1.91)  -0.612
O (5.26, -1.85, -0.81)  -0.584
O (3.19, 3.30, -6.00)  -0.596
O (3.95, 5.01, 3.71)  -0.533
O (3.09, -5.29, 1.38)  -0.535
O (-1.70, 3.08, 4.80)  -0.565
O (-1.61, -0.66, -0.82)  -0.498
O (2.78, -8.05, 0.97)  -0.572
O (-2.90, -3.05, 0.31)  -0.382
O (-3.62, -5.24, -2.31)  -0.509
N (-0.43, -0.08, -0.28)  1.580
C (1.53, -3.34, 4.02)  0.571
C (-2.43, -5.64, -1.62)  -0.238
C (0.93, 1.94, 0.07)  -1.515
C (0.43, -2.19, 0.59)  -0.652
C (-4.96, 3.32, 0.78)  0.054
C (-1.98, 0.50, -5.99)  -0.460
C (-1.20, -5.07, -2.28)  -0.030
C (3.84, -0.29, 4.15)  -0.032
C (4.43, -2.57, 0.09)  0.314
C (1.64, -7.21, 0.95)  -0.584
C (2.00, -5.78, 0.60)  0.243
C (0.37, 5.58, 2.50)  -0.670
C (-3.02, -3.53, 1.63)  -0.550
C (3.94, 3.87, 2.86)  -0.435
C (0.07, -0.76, 0.94)  3.988
C (-0.76, -0.15, -5.36)  0.545
C (4.66, -2.21, 1.51)  -0.174
C (-0.42, 1.72, -1.91)  0.332
C (2.46, -0.40, -2.42)  0.305
C (1.33, -0.04, 1.45)  0.555
C (2.17, 4.00, -3.89)  0.304
C (-0.40, 1.37, -0.43)  2.255
C (-2.83, 2.44, 4.24)  -0.404
C (-1.56, 2.07, 0.30)  -0.024
C (1.29, 1.46, 1.48)  -0.659
C (2.63, 2.89, -4.77)  0.192
C (-0.97, -0.69, 2.08)  -0.917
C (-2.17, 5.46, -1.64)  -0.199
C (-5.23, -0.32, 0.61)  0.136
C (-3.87, 2.24, -2.50)  0.351
H (-0.66, 5.93, 2.40)  0.208
H (0.95, 6.38, 2.97)  0.354
H (1.82, 2.15, -4.85)  -0.389
H (-4.87, 2.24, 0.67)  -0.230
H (2.27, -5.67, -0.46)  0.395
H (-2.32, -6.73, -1.65)  0.497
H (-3.01, 2.71, -3.01)  0.010
H (4.41, -1.16, 1.70)  0.179
H (-4.00, 3.78, 0.56)  0.094
H (-2.29, 1.37, -5.39)  0.112
H (4.42, 5.73, 3.26)  0.306
H (-1.52, 3.15, 0.16)  0.210
H (-3.24, 3.01, 3.41)  0.228
H (3.29, -3.60, 4.83)  0.352
H (2.22, 1.88, 1.85)  0.538
H (-4.74, 2.33, -3.14)  0.470
H (-0.45, -2.79, 0.81)  -0.557
H (1.14, -5.13, 0.73)  -0.163
H (3.50, 0.26, 3.26)  -0.116
H (0.98, -7.59, 0.17)  0.246
H (-2.20, -2.37, 0.25)  0.042
H (1.77, 1.68, -0.59)  -0.212
H (-6.03, 0.44, 0.48)  0.434
H (-0.66, 2.79, -2.00)  0.275
H (3.37, -2.38, -0.14)  -0.239
H (1.99, 3.57, -2.90)  -0.163
H (-0.36, -5.37, -1.63)  -0.181
H (-6.26, -1.89, 0.02)  0.256
H (-4.03, 2.78, -1.55)  -0.430
H (-2.05, -3.64, 2.13)  0.161
H (4.01, -2.82, 2.14)  0.021
H (-2.49, 1.69, -0.12)  -1.153
H (-2.23, 4.46, -1.21)  -0.102
H (3.41, 2.32, -4.26)  0.239
H (3.63, 3.02, 3.46)  0.105
H (0.52, 5.01, -3.70)  0.297
H (1.68, -2.36, 3.57)  -0.467
H (1.27, 4.30, 3.61)  0.146
H (-1.04, 3.23, 4.11)  0.339
H (-2.47, -5.34, -0.57)  -0.135
H (-1.04, -5.56, -3.25)  0.378
H (-0.39, -0.67, -3.56)  0.105
H (6.59, -2.07, 1.27)  0.343
H (3.05, -0.76, -3.26)  0.490
H (0.48, 1.78, 2.14)  -0.524
H (-4.25, -5.96, -2.23)  0.270
H (-1.23, 1.21, -2.45)  -0.561
H (-2.67, 1.38, 4.00)  0.128
H (-2.04, 6.51, 0.00)  0.285
H (-3.57, 2.41, 5.05)  0.334
H (0.49, 1.53, -2.48)  -0.644
H (-3.55, -4.49, 1.59)  0.308
H (1.61, -4.11, 3.24)  -0.004
H (3.03, -0.57, -1.50)  -0.211
H (0.72, 5.41, 1.48)  0.235
H (0.74, -0.84, -1.61)  -0.229
H (2.19, -0.34, 0.83)  -0.689
H (4.55, -3.65, -0.03)  0.485
H (-0.62, -3.29, -2.87)  0.136
H (2.90, -0.49, 4.69)  0.394
H (-3.21, 5.76, -1.85)  0.417
H (0.52, -3.40, 4.42)  0.320
H (-1.60, 5.36, -2.56)  0.176
H (-1.59, 1.78, 1.35)  -0.220
H (1.08, -7.25, 1.88)  0.315
H (-3.60, -2.83, 2.25)  0.154
H (1.22, -2.66, 1.19)  -0.636
H (-1.99, -0.65, 1.69)  -0.308
H (1.57, -0.42, 2.45)  -0.938
H (-3.69, -0.14, -6.64)  0.267
H (5.18, -2.25, -1.67)  0.336
H (-4.30, 0.16, 0.32)  -0.524
H (0.88, 3.03, 0.14)  0.401
H (2.48, 3.55, -6.59)  0.353
H (3.23, 3.96, 2.03)  0.236
H (4.93, 3.62, 2.48)  0.364
H (-0.97, -1.59, 2.72)  0.142
H (4.20, -1.30, 3.96)  0.098
H (0.67, -2.37, -0.45)  0.378
H (-0.02, 0.64, -5.17)  -0.639
H (-5.14, -0.55, 1.68)  0.283
H (4.32, 1.10, 5.42)  0.332
H (-0.36, -0.87, -6.10)  0.379
H (-5.70, 3.63, 0.03)  0.305
H (2.39, 0.69, -2.54)  -0.551
H (3.15, -8.05, 1.86)  0.343
H (-5.99, 2.98, 2.39)  0.344
H (3.83, -5.88, 1.20)  0.308
H (-2.78, 0.80, -1.77)  -0.364
H (2.96, 4.74, -3.75)  0.332
H (-1.77, 0.79, -7.02)  0.405
H (-0.80, 0.15, 2.76)  0.199

As for the total charge: -1. The value obtained for the calculated total energy is -79129.08179 eV. The gap between HOMO and LUMO comes out at 5.18 eV.